An isolated molecule of C4H5F3O in a non-equilibrium geometry, computed with the ωB97M-V functional and the def2-TZVPD basis.

XYZ file:
```
13
Properties=species:S:1:pos:R:3:nbo_charge:R:1
C -1.10809 -0.81853 0.45778 -0.444
C -0.03100 0.18416 0.67695 -0.344
C -1.25354 0.46589 -0.37397 0.198
C 1.32358 0.07217 0.01131 0.893
O 1.29712 -0.81695 -0.98498 -0.698
F -2.22070 1.32711 0.08583 -0.351
F 2.31138 -0.12509 0.95276 -0.350
F 1.68128 1.29468 -0.40718 -0.343
H -0.79477 -1.62207 -0.16424 0.240
H -1.84364 -0.97863 1.35725 0.252
H -0.10252 0.74626 1.59105 0.242
H -0.95072 0.71096 -1.44312 0.201
H 1.69163 -0.43997 -1.75942 0.503
```

## Properties
Frontier orbital gap in eV: 10.691
M in g mol⁻¹: 126.08
Structure (SMILES): OC(F)(F)[C@@H]1C[C@H]1F
Charge: 0
ΔE to the lowest compared entry with this formula, charge and spin in kcal per mole: 7.0